Entry 1:
Formula: C3H13NO3
Source: the OMol25 dataset
Level of theory: the ωB97M-V functional and the def2-TZVPD basis

Each line ends with the Mulliken charge.
Element x y z (Å)
C  -2.138788  1.325338  -0.134834  -0.59
H  -1.168871  -1.308649  -1.876489  0.31
H  -1.160259  -0.949410  -3.355865  0.37
H  1.401354  -2.306788  -0.748235  0.17
H  0.261740  -1.351904  -1.389404  -0.13
C  -0.791130  1.188687  -0.197318  0.01
H  1.789994  0.795015  -0.410483  0.41
N  0.110492  1.435448  0.877726  -0.07
H  -0.293439  0.752902  -1.037244  0.41
O  0.552405  0.975302  3.263774  -0.84
H  1.572905  -0.186722  1.101912  0.30
H  -2.756153  0.981592  -0.949459  0.32
O  -1.809764  -1.084171  -2.671175  -0.71
H  -2.603006  1.654082  0.789991  0.29
H  -0.043735  1.286955  1.983937  0.37
H  1.990458  1.458271  1.164227  0.36
O  1.972346  -3.015586  -0.401204  -0.67
H  1.450864  -3.848969  -0.713670  0.33
H  0.299103  1.396850  4.082977  0.22
C  1.363485  0.801755  0.620835  -0.86

Atomic forces in eV per Å
C 0.1 -0.2 0.7
H -1.4 0.4 -1.7
H 0.2 0.1 -0.7
H 0.1 0.1 0.1
H -0.1 0.3 0.4
C 1.7 0.4 2.2
H -1.1 0.0 0.6
N -2.2 -2.7 -3.7
H 0.0 0.1 -0.7
O -0.3 -0.3 -1.4
H -0.9 0.2 0.0
H 0.0 0.0 -0.1
O 1.1 -0.4 2.2
H 0.0 0.3 -0.2
H 0.3 0.5 2.0
H 1.5 0.4 0.9
O -1.5 -2.3 -0.9
H 1.5 2.1 0.9
H -0.4 0.2 0.1
C 1.5 0.8 -0.8

The calculation puts the strongest force on any atom at 0.0982 hartree/bohr. For the total energy, the calculation gives -402.22364 Eh. The energy above the lowest of the compared OMol25 structures with the same formula, charge and spin is 936.8 kJ/mol. As for the LUMO energy: -4.8 eV. Its HOMO energy is -8.55 eV.

Entry 2:
Formula: C3H13NO3
Source: the OMol25 dataset
Level of theory: the ωB97M-V functional and the def2-TZVPD basis

Each line ends with the Mulliken charge.
Element x y z (Å)
H  -0.248781  -0.374250  0.819459  0.27
H  3.257103  2.740575  3.701129  0.32
H  -0.359759  -2.080061  -1.141938  0.32
H  -0.846055  -1.926836  1.417633  0.27
C  -0.650845  -1.283856  0.468073  -0.23
C  -1.361327  0.777977  -2.167354  -1.08
H  3.914047  -0.617930  -0.120483  0.32
H  -3.056804  0.355098  -0.961730  0.25
H  -1.575849  1.072145  0.024194  0.35
H  -1.764731  1.811371  -2.373322  0.33
O  3.111574  1.797072  3.838269  -0.62
H  2.362412  -0.569143  -0.190679  0.31
O  3.155796  -0.079506  -0.579456  -0.66
H  -2.620845  -1.449686  -0.046228  0.19
H  -0.267002  0.734521  -2.355082  0.31
O  0.215622  -2.089254  -0.389604  -0.53
H  2.261009  1.649502  4.163114  0.30
N  -1.765722  -0.946300  -0.348921  -0.37
H  -1.861709  0.083603  -2.945967  0.25
C  -1.898135  0.394952  -0.811103  -0.30

Atomic forces in eV per Å
H 1.4 1.0 0.2
H -0.4 -0.2 0.1
H -0.1 -0.3 -1.1
H -0.2 1.0 -1.6
C -0.3 -2.7 0.3
C -0.7 -0.3 -1.8
H -2.0 1.7 -1.4
H 1.8 1.3 0.4
H -0.5 0.0 -0.9
H 0.7 -0.9 0.0
O 2.4 0.2 -0.9
H 1.3 0.9 -1.0
O 0.6 -2.7 2.3
H 0.9 1.0 -0.6
H -0.6 0.1 0.5
O 0.6 0.9 1.7
H -2.1 0.0 0.8
N -0.6 -2.4 1.2
H 0.9 1.1 1.1
C -3.0 0.2 0.6

The calculation puts the strongest force on any atom at 0.0699 hartree/bohr. For the total energy, the calculation gives -402.50982 Eh. The energy above the lowest of the compared OMol25 structures with the same formula, charge and spin is 185.4 kJ/mol. As for the SMILES: CCNCO.O.O. As for the LUMO energy: 0.7 eV. Its HOMO energy is -9.41 eV.

Entry 3:
Formula: C3H13NO3
Source: the OMol25 dataset
Level of theory: the ωB97M-V functional and the def2-TZVPD basis

Each line ends with the Mulliken charge.
Element x y z (Å)
C  0.595749  2.185010  1.486562  -1.40
H  -1.219972  -1.462778  2.165018  0.25
H  -5.120831  -2.104296  3.147765  0.32
H  2.111302  -0.291329  -5.413462  0.32
H  -5.595974  -2.691129  1.823158  0.32
O  2.832533  -0.384220  -6.046763  -0.64
C  -0.422364  -0.033814  0.962752  0.02
H  0.321522  0.472845  2.867263  0.27
H  3.040909  2.374908  -0.778467  0.32
H  2.014042  1.268960  -0.273865  0.34
H  0.026625  2.852007  2.140230  0.34
H  -0.469124  0.260928  -0.075495  0.25
N  -0.848782  -1.335809  1.254332  -0.53
O  2.523636  1.606412  -1.009671  -0.68
C  0.210175  0.760018  1.826086  -0.13
H  3.436083  -0.995281  -5.610894  0.32
H  -1.494103  -1.681109  0.564187  0.25
H  0.319897  2.396595  0.456925  0.40
H  1.639587  2.349609  1.743682  0.30
O  -4.825730  -2.632543  2.400316  -0.64

Atomic forces in eV per Å
C -0.6 -0.7 0.9
H -0.2 -0.1 0.8
H 0.0 0.0 0.0
H 0.0 0.1 -0.1
H 0.1 0.0 0.1
O -0.1 -0.1 0.2
C 0.8 -0.3 0.6
H 0.0 -0.2 0.0
H -0.1 0.1 0.5
H 0.2 0.3 0.4
H 0.0 0.1 -0.1
H -0.3 0.0 -0.2
N 0.1 0.3 -1.2
O 0.0 -0.5 -1.1
C -0.4 0.7 -0.1
H 0.0 0.0 -0.1
H -0.1 -0.2 0.0
H 0.4 0.3 -0.1
H 0.2 0.2 -0.4
O -0.1 0.0 -0.1

The calculation puts the strongest force on any atom at 0.0244 hartree/bohr. For the total energy, the calculation gives -402.53895 Eh. The energy above the lowest of the compared OMol25 structures with the same formula, charge and spin is 108.9 kJ/mol. As for the SMILES: C/C=C/N.O.O.O. As for the LUMO energy: 0.7 eV. Its HOMO energy is -8.15 eV.

Entry 4:
Formula: C3H13NO5
Source: the OMol25 dataset
Level of theory: the ωB97M-V functional and the def2-TZVPD basis

Each line ends with the Mulliken charge.
Element x y z (Å)
O  1.902411  3.007470  0.171858  -0.62
H  1.591812  -2.920903  1.815274  0.32
C  0.476299  0.075197  0.412573  -0.37
H  1.028043  0.777889  -0.186072  0.05
H  -1.335507  2.106577  -0.221532  0.42
N  -2.100248  -1.579337  -1.763520  -0.42
C  -1.488323  -0.604274  -1.008674  0.55
O  -2.101885  0.405178  -0.711408  -0.68
O  -1.171896  3.063951  -0.247251  -0.66
H  -1.785002  3.372915  -0.925816  0.30
O  2.461227  -3.184006  2.143396  -0.64
H  1.047125  2.664517  -0.129159  0.34
H  2.919951  -3.371429  1.313919  0.31
H  1.832783  3.903746  -0.180172  0.30
H  2.263918  -0.532490  1.011592  0.32
H  -1.551876  -2.315142  -2.190862  0.20
H  -2.991109  -1.391823  -2.185713  0.25
C  -0.122622  -0.984776  -0.517282  -0.43
H  -0.249712  -1.879922  0.088779  0.26
H  -0.307940  0.490737  1.029579  0.39
H  0.561072  -1.329668  -1.297163  0.34
O  1.360365  -0.566191  1.345969  -0.54

Atomic forces in eV per Å
O -0.4 0.1 -0.5
H 0.0 0.3 0.4
C 0.6 -1.5 0.1
H 0.0 0.6 0.0
H -0.3 0.0 0.0
N 0.7 0.0 -0.1
C -1.0 -0.9 -0.9
O 0.4 0.2 0.2
O 0.1 -0.1 -0.2
H 0.1 0.0 0.1
O -0.1 -0.2 -0.6
H 0.0 0.1 0.3
H 0.2 -0.1 0.3
H 0.3 0.0 0.2
H -0.1 0.0 0.1
H -0.1 0.2 0.3
H -0.1 0.2 0.0
C 0.2 0.1 0.8
H -0.3 -0.1 0.2
H -0.1 0.5 -0.2
H -0.1 0.4 -0.2
O 0.0 0.1 -0.4

The calculation puts the strongest force on any atom at 0.0315 hartree/bohr. For the total energy, the calculation gives -553.06940 Eh. The energy above the lowest of the compared OMol25 structures with the same formula, charge and spin is 66.2 kJ/mol. As for the SMILES: NC(=O)CCO.O.O.O. As for the LUMO energy: 0.3 eV. Its HOMO energy is -10.50 eV.

Entry 5:
Formula: C3H13O3S
Source: the OMol25 dataset
Level of theory: the ωB97M-V functional and the def2-TZVPD basis

Each line ends with the Löwdin spin population.
Element x y z (Å)
H  -0.789789  2.068508  -1.171559  0.02
H  -0.782098  0.705162  -2.386770  0.02
H  3.184601  1.622704  1.168643  0.00
O  2.083752  -1.239495  1.936069  0.00
H  -3.880945  0.933694  0.645970  0.00
H  -0.283300  -2.448264  -1.991370  0.00
C  -2.435384  0.641321  -1.042935  0.00
H  -0.770304  -1.907800  -0.634198  0.01
H  3.388917  0.323278  1.907314  0.00
O  3.880913  1.021430  1.451572  0.00
S  0.284227  0.292688  -0.297511  0.83
O  -1.015218  -2.487653  -1.369737  0.02
H  -2.522674  -0.426173  -1.265549  0.00
C  -2.835273  0.964648  0.377579  0.01
H  -3.081688  1.111206  -1.794950  0.00
H  1.918283  -2.055910  2.419486  0.00
C  -1.001049  1.024505  -1.385316  0.09
H  -2.470324  1.954754  0.689158  0.00
H  1.254723  -1.056600  1.481098  0.00
H  -2.298381  0.293213  1.045418  0.00

Atomic forces in eV per Å
H -0.2 0.4 -0.7
H 0.4 0.3 -0.6
H 0.1 0.1 -0.1
O -0.1 -0.2 0.1
H -0.3 -0.2 -0.4
H 0.1 0.0 0.1
C -0.2 -0.3 -0.7
H 0.1 -0.1 -0.2
H 0.1 -0.1 -0.1
O -0.2 0.1 0.1
S -0.2 0.0 -0.4
O -0.2 0.0 0.1
H -0.1 0.0 0.3
C 0.9 0.4 0.7
H 0.0 0.2 0.2
H 0.1 0.1 0.0
C 0.0 -0.4 1.7
H -0.2 0.0 -0.3
H 0.0 0.0 0.0
H -0.1 -0.2 0.1

The calculation puts the strongest force on any atom at 0.0344 hartree/bohr. For the total energy, the calculation gives -745.94861 Eh. The energy above the lowest of the compared OMol25 structures with the same formula, charge and spin is 10.6 kJ/mol. As for the LUMO energy (spin up / spin down): 0.5 / -2.6 eV. The spin multiplicity is 2. Its HOMO energy (spin up / spin down) is -10.05 / -9.66 eV.

Entry 6:
Formula: C3H13O4S
Source: the OMol25 dataset
Level of theory: the ωB97M-V functional and the def2-TZVPD basis

Each line ends with the Mulliken charge.
Element x y z (Å)
S  2.515605  1.205141  -0.763762  -0.28
H  0.121304  -1.028293  2.661189  0.26
H  1.185348  -1.055376  0.256020  0.19
H  -0.947162  -2.232681  -0.431684  0.36
O  -1.326063  -0.467026  0.461287  -0.94
H  -0.347100  0.983150  1.701349  0.40
H  0.268307  0.885208  -1.639398  0.38
H  1.204595  -1.869127  -1.160850  0.40
H  0.213852  1.832265  0.641920  0.21
C  0.717232  -0.978864  -0.734658  -0.24
O  -2.070889  1.862631  -0.543537  -0.71
H  -1.535308  2.498009  -0.044079  0.33
O  0.101402  1.840665  1.596892  -0.68
H  2.905379  0.271795  0.100855  0.12
O  -0.603057  -1.653612  2.516966  -0.76
H  -1.958602  1.001262  -0.013866  0.37
H  1.543702  -0.021500  -2.510679  0.37
C  1.154514  0.262708  -1.541294  -0.67
C  -0.793918  -1.155691  -0.621111  -0.81
H  -1.071033  -1.235416  1.660450  0.38
H  -1.278108  -0.945257  -1.592014  0.31

Atomic forces in eV per Å
S 0.0 0.4 -0.2
H -0.2 -0.3 0.0
H -0.5 0.7 0.2
H 0.0 -0.1 -0.3
O -0.4 0.6 -0.7
H -0.2 0.0 -0.1
H 0.1 0.4 -0.1
H -0.4 0.0 -0.6
H 0.4 0.1 -0.1
C 1.1 -0.6 -0.3
O 0.2 0.0 0.4
H -0.4 -0.2 -0.1
O -0.1 -0.1 0.2
H 0.0 -0.1 0.1
O -0.1 0.2 -0.2
H 0.2 0.3 -0.6
H -0.3 -0.1 -0.3
C 0.1 -0.5 0.7
C 0.0 -0.7 1.1
H 0.6 -0.1 0.6
H 0.0 0.2 0.1

The calculation puts the strongest force on any atom at 0.0248 hartree/bohr. For the total energy, the calculation gives -821.28228 Eh. The energy above the lowest of the compared OMol25 structures with the same formula, charge and spin is 36.4 kJ/mol. As for the charge: -1. As for the LUMO energy: 3.1 eV. Its HOMO energy is -4.73 eV.